No. 1
The following is a DFT calculation (ωB97M-V with the def2-TZVPD basis set) of C2H9O2S as an isolated structure in a non-equilibrium geometry.

Values from the calculation:
LUMO level: 4.0 eV
ΔE to the lowest compared entry with this formula, charge and spin: 38.6 kcal/mol
net charge: -1
spin multiplicity: 1
F_max: 6.1 eV/Å

Geometry (Å):
C: 0.9182 1.7998 0.2366
C: 1.3903 0.5585 -0.5968
S: 0.0617 -0.8106 -0.5107
H: 1.3198 2.7400 -0.1801
H: 0.8093 1.5850 1.2383
H: -0.2683 1.8315 -0.0174
H: 2.1407 0.0968 -0.0046
H: 1.4714 0.7074 -1.6854
H: -2.4127 0.1310 -0.9987
H: -2.7262 1.5578 -1.1781
O: -3.0344 0.7625 -0.6960
H: 0.4419 -1.1540 2.4229
H: 0.6217 -1.7675 0.9074
O: 1.0200 -1.6051 1.8630

Forces on the atoms, in the same order (eV/Å):
-3.63 -0.38 -4.89
-2.65 -0.39 1.07
-0.41 0.95 -2.00
0.22 -0.18 1.02
0.85 -0.05 2.38
2.43 0.33 0.26
1.50 -0.33 -0.43
0.76 0.27 0.78
1.57 -1.52 -0.13
-0.35 -0.56 0.56
-1.13 2.11 -0.31
-1.74 1.04 0.72
0.24 1.08 1.66
2.35 -2.36 -0.72

---

No. 2
The following is a DFT calculation (ωB97M-V with the def2-TZVPD basis set) of a 2-piece molecular cluster, C5H13NO overall in a non-equilibrium geometry.

Values from the calculation:
LUMO level: 1.0 eV
ΔE to the lowest compared entry with this formula, charge and spin: 43.8 kcal/mol
spin multiplicity: 1
SMILES: C/C=C/CCN.O
F_max: 2.3 eV/Å

Geometry (Å):
C: -1.8507 -1.7692 0.8118
C: -1.3085 -0.5483 0.1457
C: -0.6714 0.5075 0.6549
C: 0.0091 1.5813 -0.1160
C: 1.5098 1.2471 -0.2749
N: 2.1766 0.7207 0.9147
H: -2.8341 -1.6528 1.3057
H: -1.1675 -2.0354 1.6364
H: -2.0704 -2.4187 -0.0386
H: -1.7046 -0.4402 -0.8821
H: -0.4800 0.5256 1.7205
H: -0.3597 1.8737 -1.1089
H: -0.0651 2.5396 0.4314
H: 2.1466 2.0806 -0.5917
H: 1.6736 0.4415 -1.0271
H: 2.3472 1.3572 1.6739
H: 1.8483 -0.1987 1.1491
O: 0.2216 -1.5188 -2.4125
H: 0.0983 -1.6996 -1.4606
H: 0.4808 -0.5932 -2.5318

Forces on the atoms, in the same order (eV/Å):
-0.34 0.68 0.64
-1.53 1.51 -0.78
-0.11 -0.94 -0.17
0.62 1.50 -0.13
1.00 -0.78 0.34
0.27 -0.05 -0.78
0.29 0.43 -0.29
-0.21 -0.83 -0.72
0.59 -0.95 0.73
0.78 -0.09 0.26
0.23 -0.09 0.14
-0.41 -0.71 0.10
0.10 -0.36 0.09
-0.59 0.19 -0.22
-0.41 0.59 0.22
-0.34 -0.13 0.14
-0.01 0.10 0.56
0.01 -0.27 0.11
0.22 0.59 -0.72
-0.16 -0.40 0.45

---

No. 3
The following is a DFT calculation (ωB97M-V with the def2-TZVPD basis set) of C31H53Br6NO24S as an isolated structure in a non-equilibrium geometry.

Values from the calculation:
LUMO level: 2.8 eV
net charge: -2
spin multiplicity: 1
F_max: 4.5 eV/Å

Geometry (Å):
C: -7.1353 26.0470 -15.9398
C: -8.6089 26.4117 -15.5776
C: -9.0202 26.4935 -14.0837
O: -8.2258 27.4466 -13.4074
C: -8.6947 27.7946 -12.1068
N: -8.8174 27.8156 -16.0809
H: -8.6189 27.8884 -17.0855
H: -9.8091 28.0629 -16.0122
H: -8.2910 28.4985 -15.5704
H: -6.8544 25.0060 -15.7847
H: -6.4081 26.5264 -15.2794
H: -6.9430 26.2982 -16.9818
H: -9.1941 25.7909 -16.2542
H: -9.0245 25.5021 -13.6183
H: -10.0852 26.7432 -14.0044
H: -8.5342 26.9052 -11.4960
H: -9.7541 28.0424 -12.1779
H: -8.1258 28.6662 -11.7916
C: -8.5068 26.3227 -20.0223
O: -9.4232 26.4922 -18.9892
H: -8.7829 25.5843 -20.7928
H: -8.2814 27.2696 -20.5519
H: -7.5172 26.0520 -19.6005
S: -12.4254 27.8288 -16.5766
O: -11.6920 26.5478 -16.5130
O: -12.8337 27.8881 -17.9927
O: -13.6332 27.8225 -15.7319
O: -11.5030 28.9174 -16.1925
C: -4.6844 23.2941 -9.3194
C: -5.4600 24.0642 -8.2547
C: -4.8933 25.3941 -7.8037
O: -5.8565 26.3719 -8.0636
C: -6.9503 25.7472 -8.6302
O: -7.8918 26.3325 -9.0559
O: -6.7384 24.4353 -8.7771
H: -5.1192 22.3219 -9.5505
H: -3.7137 22.9828 -8.9202
H: -4.4660 23.8562 -10.2260
H: -5.6106 23.4721 -7.3504
H: -3.9735 25.5609 -8.3731
H: -4.5743 25.3199 -6.7628
C: -13.6186 26.5681 -13.3661
C: -13.9401 25.7590 -14.6255
C: -12.7532 25.0771 -15.3289
O: -12.9560 23.6794 -15.0195
C: -14.0525 23.4757 -14.2813
O: -14.4564 22.3930 -13.9154
O: -14.7251 24.6209 -14.1285
H: -12.9871 27.4380 -13.5509
H: -12.9549 26.0057 -12.7045
H: -14.5543 26.8195 -12.8714
H: -14.5598 26.2259 -15.3857
H: -11.8071 25.4008 -14.9033
H: -12.8085 25.2479 -16.3999
C: -10.0903 31.1517 -17.3607
C: -9.6427 30.5991 -18.7017
C: -10.4939 29.4991 -19.3097
O: -10.4996 29.8510 -20.7247
C: -9.9536 31.1096 -20.8692
O: -9.8957 31.7008 -21.9045
O: -9.5987 31.6252 -19.6827
H: -10.2618 30.3616 -16.6286
H: -10.9942 31.7602 -17.4164
H: -9.3462 31.8217 -16.9226
H: -8.6219 30.2210 -18.6358
H: -11.4583 29.4052 -18.8080
H: -9.9817 28.5700 -19.0427
C: -9.1997 20.8532 -19.7896
C: -8.7382 22.2436 -19.4168
C: -9.4681 23.0077 -18.3162
O: -8.4144 23.5046 -17.5529
C: -7.2058 23.1135 -18.0167
O: -6.1563 23.4139 -17.5189
O: -7.3612 22.1851 -19.0122
H: -9.1497 20.2024 -18.9174
H: -8.5412 20.5656 -20.6088
H: -10.2179 20.9248 -20.1729
H: -8.8250 22.8689 -20.3103
H: -10.0794 22.2725 -17.7844
H: -10.0512 23.8458 -18.7018
C: -12.4884 31.7121 -14.4637
C: -12.9190 30.3807 -13.8752
C: -11.8324 29.3551 -13.5699
O: -11.8323 29.2667 -12.1573
C: -12.9454 29.8641 -11.6361
O: -13.3320 29.7601 -10.5121
O: -13.4615 30.6588 -12.5795
H: -13.3778 32.3455 -14.4859
H: -12.1458 31.6009 -15.4916
H: -11.7359 32.2488 -13.8843
H: -13.6547 29.8889 -14.5120
H: -10.8337 29.6550 -13.8975
H: -12.0366 28.3963 -14.0470
C: -5.8695 31.1597 -20.1104
C: -5.8017 29.7957 -19.4211
C: -4.3607 29.3681 -19.0416
O: -4.4594 28.9786 -17.6875
C: -5.6313 29.3659 -17.1808
O: -5.9788 29.2713 -16.0357
O: -6.4177 29.8448 -18.1507
H: -5.4668 31.9324 -19.4487
H: -6.8635 31.4778 -20.4180
H: -5.1564 31.2420 -20.9339
H: -6.3178 28.9938 -19.9522
H: -3.6400 30.1801 -19.1528
H: -4.0705 28.5720 -19.7262
C: -10.3130 24.6344 -10.5235
Br: -11.2320 26.3283 -10.1753
Br: -10.7801 23.7859 -12.2479
Br: -10.4922 23.3314 -9.0995
H: -9.2525 24.8490 -10.5816
C: -6.3090 31.6281 -13.9278
Br: -8.1392 30.9207 -14.2886
Br: -5.4769 30.6250 -12.4566
Br: -6.2753 33.5514 -13.4570
H: -5.7136 31.5385 -14.8275

Forces on the atoms, in the same order (eV/Å):
0.06 0.08 1.39
1.46 0.56 -0.24
-0.39 -0.77 -0.49
0.37 0.18 -0.73
-0.06 -0.65 -1.14
-0.49 -0.57 -0.76
-0.07 -0.49 -0.28
-1.06 0.18 -0.08
0.70 0.31 0.46
-0.73 -0.22 -0.29
-0.15 0.68 -0.17
-0.06 -0.05 -0.04
-0.74 0.04 0.54
0.69 -0.08 0.04
-0.11 0.45 -0.33
-0.11 0.34 0.60
-0.05 0.02 0.34
0.07 -0.16 0.21
-0.53 0.75 1.93
0.97 -0.10 -0.54
-0.04 -0.22 -0.19
-0.10 0.25 -0.50
0.47 -0.50 -0.26
-0.99 -1.83 -3.97
2.16 2.33 0.54
-0.29 1.48 0.20
0.70 1.58 0.16
0.76 0.98 0.68
0.67 -0.43 0.67
-0.35 -0.56 -0.25
1.98 -0.53 -0.20
-0.87 -0.47 0.05
0.29 0.94 -0.86
0.01 -0.13 0.48
-0.17 -0.22 0.27
-0.55 0.30 -0.19
0.12 0.35 0.23
-0.38 0.14 0.02
-0.21 -0.43 -0.30
-0.12 0.53 -0.10
-0.42 0.47 0.15
0.58 -0.15 -0.43
-0.36 -0.65 0.53
-1.33 -0.86 1.02
0.10 -1.12 0.77
-0.63 0.01 -0.80
0.44 0.46 0.06
0.11 -0.65 0.39
-1.17 -0.48 -0.13
-0.47 -0.60 0.19
0.13 0.19 0.23
-0.06 0.01 0.81
-0.11 -0.59 -0.12
-0.02 -1.07 0.50
0.49 0.52 0.25
0.15 -0.23 0.98
0.40 0.26 1.22
0.74 0.98 0.34
-1.51 -1.34 0.49
0.33 0.10 -0.38
0.14 0.58 -0.75
-0.14 -0.01 -0.39
-0.21 -0.33 -0.35
0.28 0.03 -0.27
0.08 0.12 0.27
-0.49 0.21 -0.86
-0.23 -0.63 -1.05
0.08 0.82 0.11
-0.42 0.35 -1.34
-0.44 -1.04 -0.86
1.41 0.62 0.83
-0.11 -0.80 0.79
-0.55 -0.13 -0.61
-0.17 1.07 0.48
0.03 -0.25 -0.20
-0.09 -0.58 0.14
-0.05 -0.17 0.09
0.46 -0.05 -0.14
-0.04 0.46 0.59
-0.05 0.02 0.15
-0.42 0.05 -0.28
0.67 0.19 -0.60
0.82 0.38 -0.68
-0.58 -0.54 1.39
1.02 0.15 -0.93
0.11 -0.03 -0.02
-1.16 -0.10 0.61
0.01 0.10 -0.06
0.05 -0.21 0.08
0.14 -0.28 0.17
-0.20 0.14 0.10
-0.10 0.16 0.10
0.26 0.61 0.23
0.56 0.21 0.33
0.55 0.29 -0.38
-0.57 0.35 -1.26
0.82 -0.39 0.25
-0.96 -0.17 0.23
0.61 0.09 -0.47
-0.61 0.52 0.87
-0.27 -0.14 0.44
-0.03 -0.25 -0.07
-0.31 -0.52 -0.38
0.06 0.17 -0.32
-0.05 0.10 0.21
0.26 -0.37 0.56
-0.06 0.02 -0.54
0.17 -1.00 -0.17
-0.11 0.49 0.81
-0.11 0.26 -0.02
-0.14 0.14 0.06
-0.73 -0.06 0.70
1.23 0.87 0.40
-0.30 0.30 -0.75
-0.25 -0.80 -0.31
-0.11 -0.28 0.10